The following is a DFT calculation (ωB97M-V/def2-TZVPD) of a gas-phase ion, C5H6NO3S (charge -1) in a non-equilibrium geometry.

Total energy in eV: -23750.990
Frontier orbital gap in eV: 7.524
Structure (SMILES): CS[C@H]1C(=O)N[C@@H]1C(=O)[O-]
Multiplicity: 1
Charge: -1
HOMO in eV: -4.3
Energy above the lowest of the compared OMol25 structures with the same formula, charge and spin in kcal per mole: 5.3

Geometry (Å):
1 C -1.708 -0.532 -1.033
2 C 1.574 -0.108 -1.072
3 C -0.771 -0.177 0.140
4 C 0.122 0.570 -0.887
5 C 0.456 0.325 2.446
6 N -0.857 0.100 -1.908
7 O 1.599 -0.414 -2.253
8 O -2.716 -1.205 -1.123
9 O 2.302 -0.178 -0.098
10 S -1.225 0.580 1.652
11 H -0.293 -1.116 0.358
12 H 0.118 1.591 -1.077
13 H 0.322 0.809 3.488
14 H 1.094 0.766 1.781
15 H 0.680 -0.780 2.396
16 H -0.697 -0.230 -2.808